Model 1:
A single CH3F2N molecule, computed with ωB97M-V/def2-TZVPD.

## Properties
Structure (SMILES): FCNF
HOMO level (eV): -10.85
M (g mol⁻¹): 67.038

Structure (ORCA input):
```
! RIJCOSX wB97M-V def2-TZVPD def2/J DEFGRID3
* xyz 0 1
C 0.541 0.198 -0.047
N -0.659 -0.141 0.630
F 0.792 1.510 -0.134
F -1.762 0.166 -0.251
H 0.403 -0.145 -1.270
H 1.306 -0.363 0.508
H -0.622 -1.225 0.564
*
```

=====

Model 2:
A 2-piece molecular cluster, CH3F2N overall, computed with ωB97M-V/def2-TZVPD.

## Properties
Structure (SMILES): C=NF.F
HOMO level (eV): -11.90
M (g mol⁻¹): 67.038

Structure (ORCA input):
```
! RIJCOSX wB97M-V def2-TZVPD def2/J DEFGRID3
* xyz 0 1
C 0.798 -0.479 0.476
N -0.336 -0.395 -0.029
F -0.989 -1.591 -0.174
F -3.044 0.435 -0.181
H 1.220 0.462 0.343
H -2.163 0.768 -0.019
H 1.262 -1.432 0.656
*
```

=====

Relative energies, unit kJ/mol: model 1 21.0; model 2 0.0

=====

Model 1:
A single C2H7N5O molecule, computed with ωB97M-V/def2-TZVPD.

## Properties
Structure (SMILES): [H]/N=C(/N)N/C(=N\[H])NO
HOMO level (eV): -8.82
M (g mol⁻¹): 117.112

Structure (ORCA input):
```
! RIJCOSX wB97M-V def2-TZVPD def2/J DEFGRID3
* xyz 0 1
C 0.000 -1.239 -0.052
C 0.643 1.128 -0.175
H -1.836 -0.042 -0.322
H -1.909 -1.782 0.430
H 1.383 -2.638 -0.348
H 1.839 -0.557 -0.587
H 2.509 1.597 -0.895
H -1.038 2.491 -0.002
H -1.204 0.223 1.307
N -1.344 -0.956 0.193
N 0.300 -2.600 -0.290
N 0.881 -0.267 -0.251
N 1.528 1.884 -0.670
N -0.753 1.490 0.154
O -0.999 1.268 1.509
*
```

=====

Model 2:
A single C2H7N5O molecule, computed with ωB97M-V/def2-TZVPD.

## Properties
Structure (SMILES): C=NN/C(=N\N)NO
HOMO level (eV): -8.03
M (g mol⁻¹): 117.112

Structure (ORCA input):
```
! RIJCOSX wB97M-V def2-TZVPD def2/J DEFGRID3
* xyz 0 1
C 0.704 -0.630 -0.009
C -1.789 2.029 0.001
H 0.757 -1.320 -2.998
H -0.455 -0.358 -2.241
H 1.644 -2.160 0.833
H 0.825 -0.760 2.891
H -0.294 0.797 1.340
H -2.529 2.496 -0.684
H -1.786 2.226 1.060
N 0.517 -0.635 -2.332
N 1.025 -1.091 -1.130
N 0.937 -1.439 1.188
N -0.182 0.409 0.375
N -0.966 1.074 -0.448
O 1.592 -0.638 2.152
*
```

=====

Relative energies, unit kJ/mol: model 1 0.0; model 2 137.8

=====

Model 1:
A single HNO2S molecule, computed with ωB97M-V/def2-TZVPD.

## Properties
Structure (SMILES): O=NSO
HOMO level (eV): -9.49
M (g mol⁻¹): 79.080

Structure (ORCA input):
```
! RIJCOSX wB97M-V def2-TZVPD def2/J DEFGRID3
* xyz 0 1
N -1.349 1.383 0.227
O -2.216 2.225 -0.117
O 0.278 -0.322 0.789
S -0.523 0.990 1.540
H -0.409 -0.471 0.146
*
```

=====

Model 2:
A single HNO2S molecule, computed with ωB97M-V/def2-TZVPD.

## Properties
Structure (SMILES): O=NSO
HOMO level (eV): -9.12
M (g mol⁻¹): 79.080

Structure (ORCA input):
```
! RIJCOSX wB97M-V def2-TZVPD def2/J DEFGRID3
* xyz 0 1
N 1.089 -0.348 -0.156
O 2.325 -0.250 -0.106
O -1.376 -0.330 -0.078
S -0.051 0.632 0.202
H -1.988 0.296 0.138
*
```

=====

Relative energies, unit kJ/mol: model 1 0.0; model 2 11.9